ORCA calculation (ωB97M-V/def2-TZVPD) on C30H75BFNO8S7Ta as an isolated structure.

Cartesian coordinates (Å):
C 4.74 -4.26 0.64
C 3.52 -5.18 0.62
C 2.19 -4.50 0.37
C 2.00 -3.82 -0.99
C 2.02 -4.82 -2.14
C 1.46 -4.31 -3.47
C 1.18 -5.49 -4.43
C 0.00 -5.36 -5.36
N -1.32 -5.37 -4.71
C -1.38 -5.88 -3.34
C -1.10 -7.38 -3.24
C -0.69 -7.81 -1.84
C -1.68 -7.40 -0.73
C -1.27 -6.13 0.04
C -1.72 -6.13 1.50
C -1.42 -4.77 2.18
C -2.67 -4.02 2.66
C -2.10 -4.21 -4.89
S -3.20 -4.10 -6.09
S -1.88 -2.86 -3.74
C -0.97 -1.80 -4.90
C -0.38 -0.54 -4.20
C -0.94 -0.15 -2.83
Ta -0.18 1.87 -2.05
F -0.97 1.64 -0.28
O 1.63 1.13 -1.42
B 2.62 0.94 -2.31
O 3.09 1.91 -3.18
O 3.25 -0.32 -2.41
H 4.51 -3.32 1.17
H 5.60 -4.74 1.11
H 5.02 -3.98 -0.39
H 3.46 -5.70 1.59
H 3.67 -5.96 -0.14
H 1.97 -3.79 1.18
H 1.42 -5.29 0.42
H 2.80 -3.07 -1.12
H 1.02 -3.32 -0.95
H 3.06 -5.17 -2.30
H 1.40 -5.68 -1.85
H 2.18 -3.63 -3.95
H 0.52 -3.78 -3.24
H 1.12 -6.42 -3.85
H 2.05 -5.60 -5.08
H 0.10 -4.42 -5.92
H 0.05 -6.16 -6.11
H -0.74 -5.31 -2.63
H -2.41 -5.72 -2.99
H -0.31 -7.66 -3.95
H -2.02 -7.91 -3.53
H -0.56 -8.91 -1.83
H 0.30 -7.38 -1.62
H -2.67 -7.23 -1.18
H -1.76 -8.23 -0.01
H -1.70 -5.24 -0.44
H -0.18 -5.99 0.00
H -2.80 -6.31 1.54
H -1.19 -6.93 2.04
H -0.88 -4.12 1.48
H -0.74 -4.92 3.03
H -3.50 -4.16 1.97
H -2.48 -2.93 2.71
H -2.98 -4.32 3.67
H -0.18 -2.42 -5.33
H -1.67 -1.53 -5.71
H 0.71 -0.69 -4.14
H -0.55 0.29 -4.90
H -0.63 -0.90 -2.09
H -2.03 -0.10 -2.93
H 0.39 3.61 -1.77
H -1.74 2.60 -2.70
H 0.44 2.09 -3.75
H 3.55 1.47 -3.92
H 2.60 -1.01 -2.21
C -1.44 5.44 3.05
S -0.65 4.01 3.79
O 0.44 4.54 4.67
C 0.11 3.42 2.29
H -1.95 5.99 3.83
H -0.66 6.06 2.59
H -2.16 5.10 2.31
H 0.76 4.21 1.88
H -0.66 3.15 1.57
H 0.71 2.55 2.53
C 8.06 0.31 1.64
S 6.63 -0.49 0.91
O 6.38 -1.73 1.70
C 7.47 -1.03 -0.59
H 7.77 0.68 2.62
H 8.87 -0.41 1.73
H 8.36 1.15 1.01
H 8.32 -1.65 -0.31
H 7.79 -0.15 -1.15
H 6.76 -1.61 -1.17
C 4.33 7.39 4.22
S 2.70 6.69 3.89
O 2.31 7.18 2.54
C 1.80 7.71 5.07
H 5.03 6.90 3.55
H 4.32 8.47 4.03
H 4.60 7.19 5.26
H 1.96 8.76 4.83
H 2.14 7.47 6.08
H 0.75 7.44 4.97
C -5.67 6.60 2.87
S -5.16 5.05 3.62
O -4.37 4.31 2.59
C -6.79 4.29 3.63
H -4.78 7.21 2.74
H -6.12 6.38 1.90
H -6.37 7.12 3.52
H -7.17 4.25 2.61
H -7.45 4.87 4.27
H -6.68 3.28 4.02
C -5.16 11.90 2.86
S -6.57 10.81 2.68
O -6.17 9.50 3.26
C -6.45 10.63 0.90
H -5.03 12.10 3.92
H -4.27 11.41 2.46
H -5.36 12.84 2.33
H -5.47 10.23 0.64
H -6.61 11.60 0.42
H -7.23 9.93 0.59

* orbital gap: 6.7 eV
* HOMO energy: -5.06 eV
* LUMO: 1.597 eV
* calculated total energy: -4813.7402 Eh
* net charge: -1

Here are the Löwdin charges for atoms 1 to 2, given in e:
1. C -0.1175
2. C -0.2744